Here is C15H17F5N2Pb as an isolated structure at a distorted geometry from the OMol25 dataset. Energies are from ωB97M-V/def2-TZVPD.

Each line ends with the natural charge from an NBO analysis.
CARTESIAN COORDINATES (ANGSTROEM)
1 C 1.230 -3.892 -0.215  -0.2420
2 N 0.808 0.851 -1.703  -0.4260
3 H -0.752 -3.079 0.228  0.2044
4 C -3.524 1.203 -1.254  -1.0417
5 F -2.025 0.193 3.705  -0.3332
6 C -3.029 -0.817 0.966  -1.0916
7 C 1.838 -0.007 -1.833  0.1681
8 H 3.621 -2.050 -1.758  0.2117
9 C 2.468 -3.599 -0.802  -0.1670
10 C -0.356 0.171 2.027  0.3111
11 N 0.394 -1.734 -0.896  -0.4170
12 F -1.316 -1.767 3.016  -0.3279
13 F 0.674 -0.585 1.535  -0.3791
14 H 4.158 2.107 -3.192  0.2250
15 H -1.713 3.580 -0.311  0.1895
16 H -3.961 -0.364 0.542  0.1859
17 H -3.476 2.218 -0.863  0.2511
18 C 3.224 1.772 -2.751  -0.1622
19 C 3.075 0.441 -2.334  -0.2186
20 H 0.134 2.834 -1.772  0.2140
21 H 2.178 3.706 -2.899  0.2292
22 F -0.058 -0.489 4.305  -0.3231
23 H 3.256 -4.350 -0.812  0.2244
24 C 0.964 2.154 -2.008  0.0548
25 H -1.880 3.124 1.420  0.2222
26 C -0.926 -0.486 3.267  0.8857
27 C 0.216 -2.905 -0.268  0.0622
28 C -1.409 2.867 0.465  -1.0507
29 F 0.186 1.379 2.357  -0.3627
30 H -0.314 2.835 0.572  0.2196
31 H -2.939 -0.441 1.972  0.2452
32 C 2.150 2.652 -2.597  -0.2479
33 H -4.255 0.507 -0.731  0.2177
34 H 1.000 -4.839 0.286  0.2275
35 C 1.612 -1.399 -1.365  0.1709
36 H -3.274 0.878 -2.258  0.2386
37 C 2.660 -2.330 -1.345  -0.2198
38 Pb -1.854 0.549 -0.128  1.5993
39 H 3.900 -0.264 -2.403  0.2157
40 H -2.858 -1.844 0.634  0.2368

Output
LUMO energy (spin up / spin down) = -0.030 / -0.030 Eh
energy relative to the best compared isomer or geometry (same formula, charge and spin) = 0.0 kcal per mole
F_max = 4.758 eV/Å
HOMO (spin up / spin down) = -6.7 / -6.7 eV